1.
{"formula": "C36H67BIN7O2PS2", "method": "ωB97M-V/def2-TZVPD", "elements": ["C", "C", "N", "C", "C", "C", "S", "S", "C", "C", "C", "P", "I", "C", "C", "C", "O", "B", "C", "O", "H", "H", "H", "H", "H", "H", "H", "H", "H", "H", "H", "H", "H", "H", "H", "H", "H", "H", "H", "H", "H", "H", "H", "H", "H", "C", "C", "C", "C", "N", "H", "H", "H", "H", "H", "H", "H", "C", "C", "C", "C", "N", "H", "H", "H", "H", "H", "H", "H", "C", "C", "C", "C", "N", "H", "H", "H", "H", "H", "H", "H", "C", "C", "C", "C", "N", "H", "H", "H", "H", "H", "H", "H", "C", "C", "C", "C", "N", "H", "H", "H", "H", "H", "H", "H", "C", "C", "C", "C", "N", "H", "H", "H", "H", "H", "H", "H"], "positions_angstrom": [[-1.15, -3.80, 2.32], [-1.67, -2.60, 1.52], [-1.25, -1.31, 2.10], [-2.28, -0.65, 2.90], [-1.70, 0.09, 4.10], [-0.60, -0.46, 1.17], [1.00, -0.60, 0.97], [-1.40, 0.84, 0.20], [-2.45, 0.12, -1.08], [-3.62, -0.77, -0.60], [-4.97, -0.16, -1.01], [-6.36, -0.35, 0.16], [-5.98, -1.95, 1.91], [-7.85, -0.88, -0.79], [-8.62, -1.96, -0.07], [-9.61, -2.75, -1.02], [-8.27, -3.21, -0.32], [-6.65, 1.39, 1.06], [-8.00, 1.60, 1.79], [-5.67, 2.31, 1.02], [-0.18, -4.12, 1.95], [-1.85, -4.63, 2.22], [-1.07, -3.54, 3.37], [-1.21, -2.67, 0.53], [-2.74, -2.68, 1.36], [-2.97, -1.40, 3.29], [-2.90, 0.05, 2.33], [-1.27, -0.65, 4.78], [-0.96, 0.83, 3.80], [-2.53, 0.58, 4.61], [-2.91, 0.99, -1.54], [-1.87, -0.36, -1.87], [-3.55, -0.87, 0.48], [-3.52, -1.75, -1.07], [-4.86, 0.91, -1.17], [-5.29, -0.58, -1.96], [-8.57, -0.07, -0.91], [-7.59, -1.33, -1.74], [-8.98, -1.75, 0.94], [-9.92, -3.79, -1.16], [-10.41, -2.59, -0.23], [-8.81, 1.03, 1.33], [-8.24, 2.66, 1.86], [-7.87, 1.20, 2.80], [-4.78, 1.93, 1.09], [0.65, 2.04, -2.60], [0.70, 1.31, -3.94], [2.12, 1.19, -4.50], [2.70, 2.49, -4.83], [3.16, 3.51, -5.08], [0.99, 3.07, -2.69], [-0.37, 2.06, -2.22], [1.28, 1.54, -1.86], [0.06, 1.83, -4.66], [0.29, 0.30, -3.82], [2.11, 0.58, -5.41], [2.77, 0.67, -3.79], [4.84, 2.09, -10.23], [4.31, 2.89, -9.04], [5.19, 2.75, -7.79], [5.19, 1.38, -7.26], [5.17, 0.31, -6.85], [4.83, 1.02, -10.02], [4.22, 2.26, -11.10], [5.86, 2.39, -10.47], [3.29, 2.58, -8.81], [4.28, 3.95, -9.31], [4.81, 3.42, -7.01], [6.21, 3.06, -8.01], [-5.57, -4.60, 6.90], [-5.35, -3.11, 7.13], [-4.53, -2.45, 6.02], [-3.16, -2.96, 5.94], [-2.10, -3.38, 5.88], [-4.62, -5.15, 6.90], [-6.19, -5.02, 7.69], [-6.07, -4.78, 5.95], [-4.85, -2.96, 8.09], [-6.31, -2.61, 7.20], [-4.49, -1.37, 6.19], [-5.02, -2.60, 5.05], [-7.22, -5.20, 11.12], [-6.72, -4.21, 12.16], [-7.17, -2.77, 11.89], [-6.60, -2.24, 10.65], [-6.16, -1.82, 9.68], [-6.81, -4.98, 10.13], [-6.91, -6.22, 11.38], [-8.31, -5.19, 11.05], [-5.63, -4.25, 12.21], [-7.09, -4.51, 13.14], [-6.86, -2.13, 12.71], [-8.26, -2.72, 11.84], [11.16, 1.80, -6.69], [10.59, 3.19, -6.45], [9.27, 3.43, -7.20], [9.44, 3.40, -8.65], [9.57, 3.38, -9.79], [11.42, 1.65, -7.74], [12.07, 1.66, -6.10], [10.45, 1.02, -6.39], [11.32, 3.94, -6.74], [10.41, 3.32, -5.38], [8.87, 4.40, -6.91], [8.54, 2.68, -6.91], [12.02, 2.14, -2.10], [12.51, 3.25, -1.17], [11.93, 4.62, -1.52], [12.36, 5.09, -2.83], [12.69, 5.45, -3.87], [12.33, 2.32, -3.13], [12.42, 1.18, -1.79], [10.93, 2.07, -2.08], [13.60, 3.30, -1.20], [12.24, 3.01, -0.14], [12.24, 5.35, -0.77], [10.84, 4.59, -1.49]], "lowdin_charge": [-0.06, -0.25, -0.21, -0.30, -0.06, -1.09, 0.77, 0.85, -0.47, -0.29, -0.31, 0.72, 0.86, -0.25, -0.52, 0.03, -0.10, -0.62, -0.01, 0.16, 0.07, 0.07, 0.05, 0.11, 0.07, 0.08, 0.06, 0.07, 0.08, 0.07, 0.06, 0.08, 0.01, 0.12, 0.09, 0.10, 0.11, 0.11, 0.13, 0.14, 0.09, 0.06, 0.09, 0.09, 0.12, -0.11, -0.26, -0.19, -0.22, 0.16, 0.08, 0.03, 0.07, 0.11, 0.10, 0.12, 0.13, -0.10, -0.26, -0.20, -0.24, 0.14, 0.07, 0.07, 0.08, 0.11, 0.11, 0.08, 0.10, -0.09, -0.29, -0.19, -0.23, 0.17, 0.08, 0.06, 0.07, 0.08, 0.09, 0.12, 0.07, -0.10, -0.26, -0.18, -0.20, 0.16, 0.05, 0.08, 0.08, 0.11, 0.11, 0.12, 0.12, -0.11, -0.26, -0.20, -0.24, 0.15, 0.07, 0.07, 0.08, 0.11, 0.10, 0.12, 0.11, -0.11, -0.26, -0.19, -0.24, 0.15, 0.06, 0.07, 0.08, 0.11, 0.11, 0.12, 0.12], "e_homo_ev": -10.7, "total_charge": 1, "e_tot_ev": -92669.092, "homo_lumo_gap_ev": 5.950}

=====

2.
{"formula": "C36H68GeN6O4SSbSeSiY", "method": "ωB97M-V/def2-TZVPD", "elements": ["Y", "C", "C", "N", "C", "C", "C", "C", "C", "C", "C", "N", "C", "C", "N", "N", "H", "H", "H", "H", "H", "H", "H", "H", "H", "H", "H", "H", "H", "H", "H", "H", "H", "H", "C", "C", "C", "Sb", "C", "C", "C", "C", "C", "C", "H", "H", "H", "H", "H", "H", "H", "H", "H", "H", "H", "H", "H", "H", "H", "H", "H", "H", "H", "H", "H", "C", "Si", "C", "C", "C", "C", "C", "C", "C", "H", "H", "H", "H", "H", "H", "H", "H", "H", "H", "H", "O", "Se", "O", "O", "O", "C", "Ge", "C", "C", "C", "H", "H", "H", "H", "H", "H", "H", "H", "H", "H", "S", "C", "N", "C", "C", "C", "N", "H", "H", "H", "H", "H", "H", "H", "H"], "positions_angstrom": [[-0.39, 1.04, -0.40], [-1.28, -2.65, -1.32], [-2.23, -2.21, -0.22], [-1.59, -1.36, 0.76], [-0.74, -2.04, 1.72], [0.62, -2.32, 1.15], [1.28, -3.53, 1.36], [2.54, -3.69, 0.81], [3.09, -2.67, 0.06], [2.35, -1.50, -0.11], [2.83, -0.34, -0.93], [1.77, 0.14, -1.80], [1.50, -0.70, -2.97], [0.62, -1.90, -2.65], [-0.56, -1.52, -1.89], [1.16, -1.33, 0.45], [-1.86, -3.22, -2.07], [-0.53, -3.35, -0.92], [-2.69, -3.11, 0.23], [-3.03, -1.63, -0.67], [-2.29, -0.80, 1.25], [-1.19, -2.97, 2.10], [-0.59, -1.37, 2.57], [0.81, -4.31, 1.94], [3.09, -4.61, 0.96], [4.06, -2.76, -0.41], [3.74, -0.62, -1.49], [3.10, 0.47, -0.24], [2.01, 1.08, -2.14], [2.44, -1.05, -3.42], [0.99, -0.07, -3.69], [1.16, -2.64, -2.05], [0.37, -2.40, -3.61], [-1.18, -0.94, -2.44], [2.68, -1.77, 5.59], [3.37, -0.79, 4.65], [4.17, -1.61, 3.65], [1.95, 0.54, 3.39], [0.77, 1.17, 5.11], [1.54, 1.58, 6.37], [-0.30, 0.13, 5.42], [3.42, 2.15, 3.69], [4.66, 2.02, 2.82], [2.83, 3.55, 3.57], [3.38, -2.50, 6.02], [1.93, -2.36, 5.05], [2.17, -1.29, 6.42], [4.05, -0.15, 5.23], [3.51, -2.29, 3.10], [4.94, -2.23, 4.13], [4.67, -1.01, 2.89], [0.27, 2.04, 4.70], [2.18, 0.79, 6.75], [0.83, 1.84, 7.17], [2.16, 2.45, 6.20], [0.12, -0.81, 5.77], [-0.90, -0.07, 4.53], [-0.99, 0.49, 6.20], [3.71, 1.98, 4.73], [4.43, 2.17, 1.77], [5.14, 1.05, 2.93], [5.41, 2.78, 3.10], [2.61, 3.78, 2.53], [3.55, 4.30, 3.93], [1.92, 3.67, 4.15], [-4.61, 0.61, -0.01], [-3.22, 0.93, -1.31], [-3.83, 2.55, -2.12], [-3.75, -0.32, -2.70], [-3.21, -0.23, -3.99], [-3.57, -1.12, -5.00], [-4.49, -2.13, -4.76], [-5.06, -2.23, -3.50], [-4.69, -1.34, -2.50], [-5.61, 0.75, -0.44], [-4.49, 1.31, 0.82], [-4.58, -0.40, 0.42], [-4.80, 2.38, -2.60], [-3.14, 2.93, -2.86], [-3.96, 3.32, -1.36], [-2.48, 0.54, -4.20], [-3.12, -1.02, -5.99], [-4.77, -2.82, -5.55], [-5.79, -3.01, -3.30], [-5.17, -1.44, -1.53], [-0.65, 1.21, -3.09], [-0.15, 2.78, -3.05], [-0.94, 3.77, -4.06], [-0.50, 3.16, -1.45], [1.47, 2.83, -3.31], [-2.58, 3.89, 1.17], [-1.58, 2.81, 2.52], [-3.03, 2.08, 3.67], [-0.89, 4.30, 3.70], [-0.34, 1.50, 1.92], [-2.75, 4.91, 1.53], [-3.56, 3.43, 0.99], [-2.07, 3.94, 0.21], [-3.76, 2.86, 3.92], [-2.62, 1.67, 4.59], [-3.56, 1.28, 3.14], [-1.62, 5.11, 3.72], [0.06, 4.70, 3.36], [-0.75, 3.94, 4.72], [-0.79, 0.58, 2.35], [2.54, 2.82, -0.12], [1.79, 4.33, -0.25], [1.16, 4.87, 0.80], [0.39, 6.10, 0.71], [-0.20, 6.23, -0.69], [0.92, 6.14, -1.70], [1.83, 5.03, -1.40], [0.94, 4.19, 1.52], [1.05, 6.95, 0.92], [-0.38, 6.07, 1.48], [-0.74, 7.17, -0.80], [-0.89, 5.40, -0.85], [1.50, 7.07, -1.71], [0.52, 5.97, -2.70], [2.05, 4.41, -2.18]], "lowdin_charge": [1.22, -0.20, -0.22, -0.09, -0.17, -0.29, -0.04, -0.08, -0.03, -0.28, -0.19, -0.12, -0.20, -0.20, -0.07, 0.14, 0.12, 0.10, 0.12, 0.04, 0.09, 0.12, 0.08, 0.11, 0.10, 0.11, 0.12, 0.04, 0.04, 0.12, 0.09, 0.10, 0.12, 0.06, -0.19, -0.57, -0.21, 1.50, -0.57, -0.15, -0.17, -0.57, -0.17, -0.16, 0.06, 0.06, 0.04, 0.06, 0.04, 0.06, 0.04, 0.02, 0.05, 0.07, 0.05, 0.05, 0.04, 0.07, 0.05, 0.01, 0.04, 0.07, 0.02, 0.07, 0.04, -0.27, 0.56, -0.24, -0.30, -0.11, -0.11, -0.14, -0.12, -0.13, 0.02, -0.01, 0.00, 0.02, 0.00, 0.00, 0.08, 0.09, 0.08, 0.08, 0.08, -0.56, 0.73, -0.48, -0.59, -0.50, -0.24, 0.60, -0.24, -0.25, -0.61, 0.00, -0.01, -0.03, 0.00, -0.02, -0.01, 0.00, -0.02, 0.00, -0.16, 0.69, -0.80, 0.03, -0.17, -0.17, -0.17, 0.02, 0.07, 0.12, 0.10, 0.11, 0.09, 0.11, 0.11, 0.07], "relative_energy_kcal_mol": 6.1, "e_homo_ev": -0.4, "total_charge": -2, "e_tot_ev": -203722.973, "homo_lumo_gap_ev": 4.543}